Density functional theory data (wB97M-V/def2-TZVPD) for one molecule with the formula C3H4N4O2.

## Properties
Frontier orbital gap = 7.8 eV
E_tot = -485.9440 Ha
Multiplicity = 1
LUMO level = -0.0157 hartree

Each atom is followed by the atoms it is bonded to, with distances in Å.
Element x y z (Å)
1 N 2.90 -1.11 -0.14  N6 1.277, H7 1.026
2 C 0.84 0.98 -0.21  C4 1.342, N10 1.398, H11 1.041
3 O -1.35 0.95 0.00  C5 1.427, N10 1.278
4 C 0.68 -0.32 0.05  C2 1.342, C5 1.516, N6 1.493
5 C -0.83 -0.37 -0.08  O3 1.427, C4 1.516, N8 1.332
6 N 1.76 -1.30 0.39  N1 1.277, C4 1.493
7 H 2.77 -0.18 -0.54  N1 1.026
8 N -1.52 -1.52 -0.08  C5 1.332, O13 1.437
9 H -3.31 -1.83 -0.18  O13 0.861
10 N -0.32 1.71 0.07  C2 1.398, O3 1.278, H12 1.084
11 H 1.69 1.57 -0.11  C2 1.041
12 H -0.42 2.52 0.78  N10 1.084
13 O -2.89 -1.11 0.04  N8 1.437, H9 0.861